(1)
The following is a quantum chemistry calculation of a cluster of 24 separate species, C70H199N11O37 in total, from the Open Molecules 2025 dataset.

Element x y z (Å)
C -21.674 18.222 19.261
C -22.561 19.025 18.312
C -21.863 19.812 17.220
O -20.987 20.862 17.786
C -20.488 21.702 16.756
N -23.518 18.134 17.685
H -22.226 17.960 20.164
H -20.929 18.858 19.740
H -21.233 17.366 18.749
H -23.124 19.655 19.000
H -22.585 20.222 16.514
H -21.322 19.110 16.586
H -21.279 22.245 16.240
H -20.055 21.076 15.977
H -19.677 22.272 17.209
H -23.913 18.720 16.964
H -22.782 17.635 17.206
C -22.363 24.966 17.015
C -20.987 25.523 16.300
C -21.073 26.197 14.924
O -21.702 25.304 14.035
C -21.395 25.603 12.647
N -20.342 26.356 17.337
H -22.348 24.928 18.104
H -22.852 24.084 16.602
H -23.132 25.658 16.671
H -20.356 24.653 16.125
H -20.082 26.514 14.597
H -21.616 27.113 15.157
H -21.606 26.644 12.402
H -22.186 25.020 12.175
H -20.395 25.360 12.288
H -20.150 25.848 18.189
H -20.948 27.082 17.689
C -28.743 20.757 21.587
C -29.304 19.726 20.644
C -30.722 19.985 20.162
O -31.197 18.971 19.281
C -32.564 18.702 19.210
N -28.422 19.790 19.484
H -27.734 20.701 21.995
H -29.369 20.629 22.470
H -28.975 21.786 21.311
H -29.127 18.820 21.224
H -31.038 20.833 19.554
H -31.387 20.111 21.016
H -32.839 18.252 20.164
H -32.750 17.907 18.487
H -33.003 19.668 18.960
H -28.774 19.318 18.664
H -27.663 19.170 19.727
C -27.335 21.877 28.702
C -27.884 21.618 30.151
C -26.909 20.724 30.987
O -26.904 20.837 32.394
C -26.298 19.729 32.961
N -28.217 22.784 31.041
H -26.366 21.398 28.559
H -27.431 22.907 28.358
H -28.061 21.313 28.116
H -28.763 20.987 30.026
H -25.914 21.079 30.719
H -27.067 19.688 30.688
H -25.244 19.490 32.821
H -26.767 18.797 32.644
H -26.474 19.889 34.025
H -27.796 22.316 31.831
H -27.576 23.548 30.878
C -26.517 14.340 22.523
C -27.425 14.670 23.704
C -28.116 13.469 24.447
O -28.862 12.649 23.660
C -29.411 11.562 24.454
N -26.798 15.596 24.631
H -26.039 15.260 22.186
H -27.308 14.142 21.799
H -25.842 13.495 22.662
H -28.303 15.220 23.366
H -28.692 13.670 25.350
H -27.282 12.908 24.867
H -30.122 11.821 25.239
H -28.494 11.031 24.709
H -29.895 10.930 23.710
H -27.383 15.658 25.452
H -26.862 16.537 24.271
C -22.861 18.128 31.364
C -24.129 17.677 30.727
C -24.101 17.645 29.188
O -23.390 18.747 28.719
C -23.009 18.665 27.322
N -24.443 16.387 31.258
H -22.105 17.392 31.639
H -23.047 18.592 32.332
H -22.200 18.890 30.952
H -24.932 18.288 31.139
H -25.078 17.483 28.733
H -23.516 16.759 28.943
H -22.608 19.646 27.068
H -23.933 18.417 26.798
H -22.124 18.030 27.362
H -23.648 15.769 31.187
H -24.541 16.368 32.263
C -31.213 16.072 23.158
C -31.117 17.071 24.287
C -30.038 18.064 24.111
O -30.004 18.942 25.202
C -28.860 19.755 25.361
N -32.468 17.700 24.434
H -31.907 15.282 23.442
H -30.222 15.662 22.963
H -31.706 16.599 22.341
H -30.854 16.429 25.128
H -30.214 18.692 23.237
H -29.109 17.523 23.935
H -28.892 20.765 24.953
H -27.938 19.247 25.078
H -28.840 19.971 26.429
H -33.006 16.957 24.857
H -32.259 18.162 25.308
C -20.480 26.693 26.140
C -21.463 25.523 25.823
C -22.444 25.840 24.682
O -23.106 27.085 25.016
C -23.767 27.671 23.845
N -20.925 24.209 25.723
H -20.907 27.615 26.536
H -19.922 26.828 25.213
H -19.708 26.442 26.867
H -22.114 25.437 26.694
H -23.173 25.058 24.474
H -21.959 25.889 23.707
H -24.636 27.076 23.564
H -23.153 27.761 22.949
H -24.076 28.673 24.142
H -20.322 24.092 26.525
H -21.549 23.429 25.869
C -19.185 29.159 20.132
C -18.446 27.891 20.447
C -19.321 26.775 21.131
O -20.396 26.340 20.326
C -21.171 25.276 20.905
N -18.012 27.316 19.247
H -19.774 29.632 20.918
H -19.889 29.049 19.307
H -18.434 29.880 19.809
H -17.566 28.132 21.044
H -19.587 27.154 22.118
H -18.602 25.993 21.376
H -20.980 24.338 20.384
H -22.212 25.503 20.677
H -20.924 25.005 21.932
H -17.841 26.321 19.211
H -18.849 27.550 18.733
C -24.139 22.214 22.979
C -24.184 22.231 24.542
C -25.433 23.037 25.148
O -26.734 22.454 24.754
C -27.596 23.205 23.903
N -24.128 20.890 24.964
H -25.110 21.931 22.571
H -23.388 21.652 22.425
H -23.820 23.154 22.529
H -23.254 22.699 24.866
H -25.292 24.071 24.831
H -25.340 22.904 26.226
H -28.582 22.806 23.666
H -27.096 23.329 22.942
H -27.750 24.227 24.248
H -25.042 20.503 24.778
H -24.047 20.877 25.970
C -28.327 27.083 20.263
C -28.399 25.668 20.899
C -29.792 24.930 20.611
O -30.748 25.670 21.281
C -32.078 25.084 21.369
N -27.236 24.831 20.551
H -27.536 27.565 20.838
H -29.161 27.776 20.374
H -28.217 27.102 19.179
H -28.358 25.744 21.986
H -29.712 23.990 21.158
H -30.174 24.750 19.605
H -32.401 24.649 20.423
H -32.870 25.781 21.641
H -32.166 24.317 22.139
H -27.248 23.853 20.805
H -26.420 25.279 20.944
C -19.852 23.587 30.393
C -19.843 24.185 28.972
O -19.227 23.308 27.987
O -18.563 23.245 30.875
H -20.511 22.719 30.367
H -20.348 24.227 31.123
H -19.489 25.216 28.987
H -20.856 24.343 28.602
H -18.334 23.059 28.237
H -17.984 24.010 30.850
C -23.307 22.186 29.165
C -23.714 23.561 29.776
O -23.459 24.610 28.908
O -23.373 21.040 30.042
H -22.360 22.196 28.625
H -23.909 21.972 28.282
H -23.145 23.530 30.705
H -24.746 23.625 30.119
H -23.717 25.429 29.337
H -23.339 20.192 29.594
C -26.856 28.152 29.231
C -26.091 26.800 29.373
O -24.883 26.726 30.104
O -26.630 28.933 30.449
H -27.890 28.183 28.887
H -26.377 28.823 28.518
H -25.776 26.520 28.367
H -26.744 26.079 29.864
H -24.791 27.128 30.971
H -26.900 29.793 30.118
C -32.783 29.015 22.892
C -31.402 28.948 22.217
O -30.564 27.938 22.631
O -33.558 27.983 22.363
H -33.158 30.026 22.732
H -32.693 28.798 23.956
H -30.862 29.823 22.580
H -31.438 28.847 21.132
H -31.070 27.152 22.414
H -34.472 28.161 22.599
C -27.415 28.557 23.878
C -28.031 29.606 24.818
O -27.283 29.864 26.077
O -27.908 27.197 23.996
H -26.363 28.583 24.163
H -27.503 28.880 22.841
H -28.971 29.216 25.209
H -28.331 30.549 24.359
H -27.742 30.438 26.695
H -28.821 27.315 23.722
C -17.835 25.215 24.656
C -17.137 26.523 24.501
O -15.996 26.217 23.691
O -18.903 24.948 23.764
H -18.349 25.264 25.616
H -17.310 24.268 24.782
H -16.904 27.177 25.342
H -17.710 27.178 23.846
H -15.553 27.049 23.508
H -19.638 24.486 24.175
C -18.612 18.476 27.228
C -18.655 18.188 25.689
O -18.906 16.823 25.216
O -17.311 18.220 27.688
H -19.367 17.863 27.720
H -18.925 19.498 27.442
H -17.851 18.610 25.088
H -19.624 18.637 25.471
H -19.859 16.709 25.206
H -17.023 17.338 27.438
C -23.942 15.156 26.056
C -22.529 15.026 26.500
O -21.709 15.716 25.603
O -24.180 14.274 24.957
H -24.042 16.208 25.785
H -24.743 15.010 26.781
H -22.177 14.004 26.358
H -22.558 15.212 27.574
H -21.884 15.442 24.699
H -25.076 14.231 24.616
C -32.390 26.877 26.412
C -31.475 26.268 27.531
O -31.796 24.893 27.751
O -33.687 26.670 26.874
H -32.241 26.484 25.406
H -32.235 27.953 26.333
H -31.593 26.837 28.453
H -30.430 26.242 27.224
H -31.417 24.711 28.614
H -33.717 25.833 27.343
C -21.273 20.297 23.027
C -19.874 19.561 22.747
O -20.115 18.211 22.419
O -21.443 19.989 24.329
H -21.898 19.781 22.298
H -21.304 21.383 22.943
H -19.231 19.684 23.619
H -19.390 20.026 21.888
H -19.264 17.771 22.364
H -22.381 20.133 24.476
C -28.161 22.510 17.614
C -27.858 23.650 16.712
O -26.443 24.102 16.856
O -29.484 22.230 17.892
H -27.678 22.602 18.587
H -27.680 21.612 17.227
H -28.237 24.537 17.221
H -28.199 23.584 15.679
H -26.261 24.165 17.796
H -29.398 21.613 18.623
C -24.913 18.200 21.249
C -24.847 18.066 22.797
O -25.858 18.716 23.495
O -26.260 18.231 20.723
H -24.386 17.336 20.844
H -24.516 19.181 20.984
H -23.982 18.641 23.128
H -24.714 17.006 23.013
H -26.370 19.205 22.846
H -26.183 17.891 19.829
C -32.723 22.679 25.725
C -33.215 21.318 25.384
O -32.618 20.187 26.093
O -31.327 22.714 25.823
H -33.219 22.696 26.695
H -33.012 23.542 25.125
H -33.190 21.129 24.311
H -34.298 21.206 25.441
H -31.665 20.181 25.974
H -31.152 23.516 26.321

The spin multiplicity is 1. Its total energy is -6171.738982 hartree. Its net charge is 0.

---

(2)
The following is a quantum chemistry calculation of a cluster of 2 separate species, C4H13N2O in total, from the Open Molecules 2025 dataset.

Element x y z (Å)
C -1.012 -0.972 1.893
C -0.346 0.259 1.352
C -1.043 0.984 0.201
N 0.945 0.974 -1.918
C -0.120 0.180 -1.955
N -1.191 0.354 -1.123
H -1.266 -1.673 1.000
H -0.422 -1.600 2.573
H -1.924 -0.749 2.360
H 0.723 0.144 1.062
H -0.276 0.994 2.196
H -0.587 1.955 0.178
H -2.073 1.191 0.520
H 1.829 0.976 -2.439
H 0.842 1.682 -1.241
H -0.090 -0.543 -2.770
H -1.915 -0.359 -1.096
H 2.116 -1.718 0.034
H 3.379 -1.034 -0.296
O 2.431 -1.046 -0.530

The spin multiplicity is 1. Its total energy is -344.710156 hartree. Its net charge is +1.

---

In hartree/bohr, the maximum force values for the records above are, in order, 0.0836 0.0688.
In kcal per mole, the energy relative to the best compared isomer or geometry (same formula, charge and spin) values for the records above are, in order, 229.2 35.6.
In eV, the frontier orbital gap values for the records above are, in order, 8.35 11.24.